No. 1
The following is a quantum chemistry calculation of a molecular structure, C32H41AsBF5N7O7PPbS4 at a distorted geometry, from the Open Molecules 2025 dataset.

Properties
**HOMO energy**: -7.04 eV
**Energy above the lowest of the compared OMol25 structures with the same formula, charge and spin**: 3.485 eV
**HOMO-LUMO gap**: 5.64 eV

Last column: Mulliken charge in e.
Atoms and positions in Å:
C1 1.9254 -3.0144 -4.0756  -0.496
C2 1.9409 -3.5728 3.3890  -1.159
H1 2.2538 -2.5397 3.5160  0.414
C3 4.4339 1.9656 -3.0369  -0.819
S1 0.5008 -4.2702 -0.7001  -0.512
H2 4.4744 1.7909 -0.8882  0.352
F1 -6.5174 3.8370 0.6165  -0.315
N1 0.2689 2.6678 -2.0807  0.327
N2 2.5967 1.3147 -1.7158  0.895
C4 2.6629 0.3660 -2.8359  -0.269
H3 0.7552 4.4041 0.7322  0.288
C5 1.4729 -3.7478 -2.0248  -0.265
H4 0.8592 -3.5843 3.2362  0.429
Pb1 0.1796 -1.7419 0.3906  2.234
H5 1.7802 0.7543 1.5118  -0.485
C6 -5.9501 -0.6248 1.9321  -1.324
C7 -4.2550 -0.1787 3.6321  -0.087
H6 3.7834 -6.4706 0.2969  0.484
N3 1.5124 2.4888 0.2923  0.218
H7 -0.6827 -3.0706 -4.4907  0.330
S2 -3.5979 -0.3830 0.1858  0.204
N4 0.9151 -3.3225 -3.1932  0.321
H8 -4.0126 0.2598 4.5942  0.605
H9 0.4283 3.9646 3.0360  0.547
O1 0.3038 0.4035 -0.9618  -0.039
C8 -1.1690 2.4920 -2.3227  -0.015
H10 4.7080 -3.0855 -1.1438  -0.124
N5 2.6210 -4.1469 2.2448  0.295
H11 2.2613 2.0308 3.4863  0.425
H12 2.1865 -4.1469 4.2796  0.336
S3 -2.8741 -3.0711 0.9996  1.534
C9 -5.5897 -0.0591 3.1009  -0.419
C10 3.7938 2.1581 -1.6644  -0.552
O2 -1.5734 -3.3050 1.5732  -0.799
C11 2.9744 -3.4805 1.1251  -0.272
C12 0.7003 4.0247 -2.4272  -0.286
H13 5.5059 2.1564 -3.0186  0.413
H14 2.4393 -0.6427 -2.4902  -0.144
H15 -1.4878 -2.8120 5.2744  0.294
As1 -1.5143 -1.1340 3.7902  0.807
P1 1.1186 1.6486 -1.0841  -1.135
C13 -4.4261 3.9003 1.6931  0.550
C14 -3.0017 1.9847 1.5633  -0.346
N6 3.4713 -4.3560 0.2444  0.087
H16 -0.5011 3.1659 0.5673  -0.313
C15 -3.6119 -1.4919 1.7168  0.986
H17 -0.0263 2.2743 2.7508  -0.254
H18 0.9668 4.5958 -1.5310  0.251
H19 -0.4998 4.4026 -4.1867  0.308
H20 4.1738 0.2657 -4.4104  0.449
C16 -4.9703 -1.3332 1.1383  -0.741
F2 -4.6647 5.1325 2.1072  -0.315
H21 1.7277 -2.6556 -5.0701  0.442
C17 -0.5053 -3.1653 -3.4215  -0.837
H22 4.5353 -5.0404 -1.5967  -0.196
H23 -0.8840 -2.2814 -2.9057  0.234
H24 -1.8857 4.3472 -1.4685  0.146
C18 2.8995 -5.4839 2.0589  -0.597
H25 -5.3058 -2.1203 0.4752  0.746
C19 -5.1221 1.9459 0.4977  0.284
O3 -3.8687 -4.0705 1.2494  -0.756
F3 -6.0396 1.3303 -0.2490  -0.405
O4 -1.3845 -0.2270 5.1320  -0.858
C20 -0.5180 4.6377 -3.1210  -0.783
H26 3.2789 1.5703 1.0369  0.178
C21 2.2429 1.7301 1.3340  0.241
C22 0.6429 3.0774 2.4424  -0.314
H27 1.9336 0.6335 -3.6122  0.321
C23 -5.3737 3.2348 0.9290  0.422
O5 -2.8265 -2.6474 -0.4218  -0.701
H28 -6.3374 0.4388 3.7054  0.507
H29 -6.9759 -0.6109 1.5928  0.452
H30 4.1049 -3.1454 -3.7639  0.533
O6 -0.3723 -0.9152 2.6233  -0.321
C24 -1.6943 3.9182 -2.4558  -0.606
C25 0.5086 3.3580 0.9430  0.083
C26 2.0897 2.5972 2.5731  -1.027
C27 4.0930 0.5057 -3.3513  -0.706
C28 -3.2288 3.2769 2.0077  0.020
H31 4.7517 -0.1574 -2.7869  0.263
C29 -3.3110 -0.9168 3.0133  -1.002
H32 2.7801 3.4432 2.5395  0.322
H33 3.5405 3.1932 -1.4364  0.364
H34 -1.3283 1.9387 -3.2551  0.443
H35 -0.5559 5.7194 -3.0040  0.381
F4 -1.8394 1.4180 1.8420  -0.167
C30 -3.9462 1.2867 0.8256  0.533
S4 2.7911 -1.7769 0.9188  -0.448
N7 2.8058 -3.7065 -2.1612  0.516
H36 2.6836 -6.2216 2.8102  0.450
C31 3.0881 -3.2562 -3.4305  -0.845
O7 -1.6175 -2.8167 4.3156  -0.593
H37 3.9718 2.6289 -3.7725  0.281
H38 -2.6095 3.9676 -3.0445  0.473
C32 3.4302 -5.6015 0.8211  -0.454
H39 -1.6374 1.9233 -1.5193  -0.313
F5 -2.3093 3.9165 2.7175  -0.322
B1 3.9950 -4.0510 -1.1776  0.220
H40 -1.0358 -4.0303 -3.0304  0.369
H41 1.5750 3.9971 -3.0826  0.130

No. 2
The following is a quantum chemistry calculation of a molecular structure, C32H41BrIMoN2O6P2S5 at a distorted geometry, from the Open Molecules 2025 dataset.

Properties
**HOMO energy (spin up / spin down)**: -7.26 / -6.93 eV
**Energy above the lowest of the compared OMol25 structures with the same formula, charge and spin**: 0.320 eV
**HOMO-LUMO gap (spin up / spin down)**: 6.81 / 6.63 eV
**2S+1**: 2

Last column: Mulliken charge in e.
Atoms and positions in Å:
C1 -0.1814 -5.5346 -0.7009  -1.002
C2 -0.4813 1.0431 3.4351  -0.370
H1 5.8543 0.7676 -2.8718  0.493
I1 2.6124 2.2461 1.7366  0.424
O1 -3.7269 3.8124 0.8115  -0.023
H2 -2.4926 -6.2976 -3.0374  0.408
C3 4.6162 -0.4936 -0.6082  -1.203
P1 1.6135 -0.0616 -1.5452  0.890
C4 3.7502 4.2393 -0.1204  -0.416
C5 -0.4167 0.8257 4.8285  -1.322
H3 0.2363 -7.4888 -3.1061  0.302
C6 -0.7296 -0.4025 5.3181  -0.599
H4 0.7242 -5.9238 -0.2509  0.336
C7 5.1224 5.8132 1.6994  -0.416
C8 0.1036 -2.0914 -3.5899  -1.530
H5 -2.5073 4.4279 2.3648  0.282
H6 2.1192 -2.1961 -4.2996  0.171
H7 -4.0667 6.2669 1.5184  0.310
H8 4.4965 5.5698 -1.6175  0.398
H9 -0.1239 1.6439 5.4707  0.446
C9 4.4745 5.3337 -0.5622  -0.809
H10 -5.4692 4.2719 -0.9317  0.232
H11 -3.0729 4.6436 -1.6383  0.294
O2 2.1434 -1.0045 -2.7012  -0.173
S1 -0.9301 2.8944 0.5136  -0.480
C10 4.3957 4.7140 2.1418  0.146
O3 -2.3817 -1.3261 -1.4453  -0.610
C11 -5.1447 4.0504 -1.9460  -1.035
H12 4.2112 -1.4211 -1.0151  0.146
C12 -3.5704 4.2801 2.1620  -0.196
H13 -4.1435 6.0252 3.2658  0.407
C13 -1.5913 -2.6988 4.8840  -0.938
H14 4.6414 1.6034 -0.9919  0.279
C14 -0.2813 -7.5920 -2.1500  -1.579
H15 4.5663 -0.3579 -3.3275  0.205
C15 -0.6706 -4.3004 -0.2876  0.088
H16 -2.4443 -4.5558 4.3112  0.402
H17 -0.1440 -3.7249 0.4603  0.426
C16 3.7110 3.9184 1.2373  0.042
C17 4.7740 0.6132 -2.8803  -1.497
H18 5.7325 6.9767 0.0158  0.367
C18 -1.6315 -2.1070 2.1246  0.315
C19 -4.3519 5.5634 2.3004  -1.340
S2 -2.5435 -2.2715 -0.3632  1.058
H19 -3.3969 -4.1294 -2.2947  0.458
S3 -3.3660 0.8402 1.0048  -0.647
C20 4.2430 0.6997 -1.4618  0.750
H20 -3.9484 3.5051 2.8333  0.310
N1 -1.5709 -1.6944 0.7907  1.132
C21 -1.8276 -3.8041 -0.8609  0.290
H21 -5.6888 3.1782 -2.3073  0.293
H22 -0.1978 -2.9677 -4.1671  0.560
C22 1.5908 -2.1891 -3.3437  0.567
H23 1.6205 -3.3228 -1.5168  -0.078
C23 -1.9804 -5.7391 -2.2625  -0.737
H24 3.0749 -3.5203 -2.5060  0.337
H25 4.3191 1.3848 -3.5003  0.343
H26 -0.2657 2.0129 3.0047  0.732
H27 -1.0823 -8.3179 -2.2896  0.394
H28 -5.4241 5.3843 2.2305  0.314
C24 -2.0699 -3.5976 3.9771  -1.040
C25 -1.1512 -1.1500 3.0652  -0.364
H29 -0.4648 -2.0740 -2.6624  0.189
C26 -1.1397 -1.4335 4.4367  0.647
S4 -0.0433 0.9466 -1.8933  -0.517
H30 1.5576 -4.3042 -2.9840  0.453
H31 3.1956 3.6272 -0.8205  0.597
H32 5.6506 6.4235 2.4179  0.386
O4 -3.2946 2.6106 -1.2775  -0.291
Mo1 -0.9094 0.2783 0.4263  0.420
H33 0.4280 -8.0015 -1.4319  0.382
C27 5.1638 6.1197 0.3505  -0.472
H34 -2.5201 -4.0315 1.9124  0.570
C28 -2.1026 -3.3065 2.5958  -0.702
P2 -2.8727 2.5888 0.2468  0.998
C29 1.9907 -3.4079 -2.5378  -0.876
O5 2.8152 0.9681 -1.4857  -0.212
C30 -0.8221 -6.2669 -1.6888  0.997
H35 -1.5775 -2.9229 5.9423  0.409
H36 4.2655 -0.3800 0.4157  0.235
S5 1.2958 -0.9784 0.1985  -0.570
O6 -3.8698 -2.5723 0.1017  -0.732
N2 -0.7878 0.0905 2.5869  0.695
C31 -2.4908 -4.5226 -1.8539  -1.062
H37 -3.3436 3.5948 -3.0324  0.347
H38 5.7046 -0.5774 -0.6024  0.498
H39 -0.1542 -1.1972 -4.1551  0.351
H40 -5.3930 4.8995 -2.5852  0.380
C32 -3.6574 3.7996 -2.0092  -0.292
Br1 4.3876 4.3618 3.9989  -0.202
H41 -0.6913 -0.6000 6.3825  0.429

no.,M (g/mol)
1,1182.888
2,1074.719